# 1
{
  "formula": "AlH30O15",
  "method": "the ωB97M-V functional and the def2-TZVPD basis",
  "symbols": ["Al", "O", "H", "H", "O", "H", "H", "O", "H", "H", "O", "H", "H", "O", "H", "H", "O", "H", "H", "O", "H", "H", "O", "H", "H", "O", "H", "H", "O", "H", "H", "O", "H", "H", "O", "H", "H", "O", "H", "H", "O", "H", "H", "O", "H", "H"],
  "positions_angstrom": [[1.02521, -15.76633, 13.02295], [-1.39470, -16.07311, 15.15675], [-1.38740, -16.12893, 16.11229], [-2.17706, -16.55798, 14.89400], [2.95251, -13.39997, 12.44899], [3.01387, -12.59929, 12.96994], [3.69123, -13.34883, 11.84244], [-0.26655, -13.21052, 13.64400], [-1.06543, -13.08607, 14.15639], [-0.03891, -12.33278, 13.33743], [0.68236, -13.98884, 10.67630], [1.39479, -14.19310, 10.07053], [-0.00581, -13.62076, 10.12208], [1.41616, -14.52878, 15.89976], [2.10654, -13.87079, 15.98135], [0.70167, -14.19556, 16.44262], [2.91099, -15.86997, 10.21422], [2.70951, -16.62796, 9.66551], [3.07784, -15.16136, 9.59272], [4.71203, -18.21047, 11.03749], [5.18463, -17.79780, 10.31460], [5.32789, -18.85191, 11.39173], [3.99585, -16.19295, 13.61523], [4.63311, -16.35756, 12.92022], [4.38976, -16.57789, 14.39810], [-3.17186, -17.85141, 11.50590], [-3.10166, -18.40978, 10.73162], [-4.02003, -17.41761, 11.41286], [-0.84716, -18.13131, 13.03711], [-1.16415, -18.82999, 13.60946], [-1.53821, -18.02448, 12.38344], [2.38417, -18.36579, 12.18156], [3.16838, -18.55652, 11.66689], [2.37506, -19.03787, 12.86307], [0.11095, -16.97941, 10.36381], [-0.45590, -16.49337, 9.76492], [0.67297, -17.50175, 9.79152], [5.16895, -13.49765, 10.57720], [5.03512, -13.95531, 9.74722], [5.37204, -14.19194, 11.20406], [1.18652, -17.76549, 15.30318], [0.64350, -18.55372, 15.31044], [1.34266, -17.57312, 16.22776], [-2.02865, -15.52593, 12.21036], [-2.55497, -14.76947, 11.95156], [-2.58508, -16.28146, 12.02120]],
  "forces_ev_per_a": [[-0.6, -0.3, -0.2], [0.6, 0.5, -0.3], [0.1, 0.0, 0.4], [-0.3, -0.1, -0.3], [-1.2, -0.8, 0.6], [-0.1, 0.3, 0.4], [0.7, -0.1, -0.9], [0.6, -1.0, -0.2], [-0.5, -0.4, 0.3], [0.4, 0.3, -0.4], [0.2, -0.4, 1.0], [0.3, -0.2, 0.0], [-0.7, 0.1, 0.0], [0.2, -1.0, -0.9], [0.5, 0.3, 0.0], [-0.5, 0.2, 0.1], [0.0, 0.2, 0.6], [0.0, -0.3, -0.2], [0.3, 0.2, -0.3], [0.1, 0.2, 0.2], [0.1, 0.1, -0.4], [0.4, -0.4, 0.1], [-1.0, 0.7, 0.0], [0.0, -0.2, -0.6], [-0.1, -0.2, 0.5], [0.1, 0.0, 0.1], [0.0, -0.3, -0.4], [-0.7, -0.1, 0.0], [1.2, 0.7, 0.0], [0.0, -0.2, 0.4], [-0.5, 0.1, -0.5], [-2.0, 0.7, 0.5], [1.1, 0.6, -0.7], [-0.3, -0.2, 0.5], [0.1, 0.0, 1.0], [-0.3, 0.4, -0.1], [0.2, -0.5, 0.0], [-0.7, 0.2, 0.4], [0.3, 0.0, -0.4], [0.6, -0.3, 0.1], [0.5, 0.5, -1.0], [-0.3, -0.3, -0.2], [0.2, 0.4, 0.4], [1.0, 0.6, 0.4], [0.0, 0.5, 0.0], [0.1, -0.7, -0.3]],
  "homo_lumo_gap_ev": 4.525,
  "e_above_lowest_kcal_mol": 16.3,
  "charge": 3
}

# 2
{
  "formula": "C8H50N16O17",
  "method": "the ωB97M-V functional and the def2-TZVPD basis",
  "symbols": ["C", "O", "N", "N", "H", "H", "H", "H", "C", "O", "N", "N", "H", "H", "H", "H", "C", "O", "N", "N", "H", "H", "H", "H", "C", "O", "N", "N", "H", "H", "H", "H", "C", "O", "N", "N", "H", "H", "H", "H", "C", "O", "N", "N", "H", "H", "H", "H", "C", "O", "N", "N", "H", "H", "H", "H", "C", "O", "N", "N", "H", "H", "H", "H", "O", "H", "H", "O", "H", "H", "O", "H", "H", "O", "H", "H", "O", "H", "H", "O", "H", "H", "O", "H", "H", "O", "H", "H", "O", "H", "H"],
  "positions_angstrom": [[-3.14769, -3.01395, -1.02666], [-3.78693, -2.12621, -0.47327], [-2.33383, -3.81271, -0.25084], [-3.29413, -3.35883, -2.31526], [-1.48932, -3.94460, -0.82788], [-2.03433, -3.39985, 0.62227], [-3.66350, -2.59237, -2.90888], [-2.51817, -3.87668, -2.69170], [0.29990, -2.21537, 3.03873], [0.11779, -2.96523, 2.07487], [-0.72365, -1.75317, 3.82080], [1.47848, -1.70212, 3.30158], [-1.61396, -2.08643, 3.46446], [-0.65769, -1.62141, 4.83616], [2.26830, -2.03819, 2.73734], [1.66475, -1.09684, 4.07178], [4.17018, 1.05694, -1.73207], [5.09239, 0.38101, -2.15304], [4.39746, 2.42497, -1.36296], [2.81095, 0.70257, -1.62669], [3.55867, 2.97619, -1.30292], [5.30536, 2.78195, -1.45329], [2.21124, 1.32137, -1.11059], [2.65823, -0.27392, -1.57291], [-0.23250, -0.68742, -1.62860], [0.54128, -1.20214, -2.50097], [-0.34123, -1.16080, -0.38577], [-1.07965, 0.29281, -1.95542], [-0.82976, -0.59115, 0.31040], [0.38941, -1.80110, -0.11125], [-1.23018, 0.59448, -2.90199], [-1.68575, 0.57814, -1.21553], [4.80816, -0.93348, 0.96414], [3.79952, -0.96690, 1.72754], [5.79402, -0.04438, 1.22336], [5.06782, -1.92033, 0.04215], [6.21620, 0.47041, 0.44130], [5.33979, 0.58041, 1.93360], [4.28071, -2.54872, -0.09737], [5.43467, -1.49156, -0.80747], [-1.30491, 1.06341, 3.41190], [-1.73446, 0.59984, 2.31428], [-2.20858, 1.05229, 4.43505], [-0.06253, 1.54518, 3.53647], [-1.93466, 0.85219, 5.38992], [-2.98676, 0.44714, 4.22866], [0.17159, 2.07966, 4.33565], [0.60703, 1.60792, 2.72154], [0.37596, 3.87657, -1.08079], [1.60536, 3.82692, -1.03753], [-0.44106, 3.40783, -0.08986], [-0.27813, 4.43284, -2.18809], [-1.38314, 3.21175, -0.13723], [-0.00302, 2.81519, 0.62549], [-1.29162, 4.43932, -2.38278], [0.27331, 4.52764, -3.05395], [-4.46699, 3.62720, -2.20791], [-5.06102, 4.49906, -2.83546], [-3.63235, 2.68240, -2.79891], [-4.51428, 3.44242, -0.86422], [-3.71765, 1.74775, -2.45790], [-3.66610, 2.71732, -3.86708], [-3.96175, 2.76140, -0.41503], [-5.00506, 4.18933, -0.38422], [3.97702, 3.05216, 1.83368], [3.82707, 3.02360, 0.88569], [3.28647, 3.67679, 2.18431], [-5.29125, -0.05456, -1.37883], [-4.88091, -0.86945, -0.93203], [-6.09337, 0.11331, -0.82562], [-0.19742, -3.81549, -2.86165], [0.15161, -2.91204, -2.65507], [0.51485, -4.22798, -3.38699], [2.10918, 1.08502, 1.63540], [2.43956, 0.19620, 1.31896], [2.92352, 1.56986, 1.87433], [2.14438, -2.81515, -0.50752], [1.96330, -3.64551, -0.06889], [1.66715, -2.63997, -1.29593], [-3.24781, 1.06377, 0.03922], [-3.94783, 0.47500, -0.24167], [-3.05058, 1.01368, 0.98215], [0.86942, 0.55254, -4.47149], [1.06625, -0.11602, -3.77424], [1.07798, 1.42403, -3.97675], [-3.25197, -2.13913, 2.37570], [-3.69568, -2.21987, 1.48430], [-2.87153, -1.28354, 2.28630], [1.92974, -5.07930, 1.04748], [1.43793, -4.41114, 1.52886], [2.72074, -5.40477, 1.50512]],
  "forces_ev_per_a": [[0.0, -0.7, 1.8], [-1.1, 1.2, 0.3], [1.5, 0.0, -1.8], [-0.2, 1.2, -1.0], [-0.2, -0.8, 0.6], [-0.3, 0.2, 0.2], [0.4, -1.0, 0.6], [0.1, -0.1, -0.4], [-0.8, 0.0, -0.1], [-0.2, -0.2, -0.2], [-1.0, -0.4, 0.6], [2.5, -0.4, -0.2], [0.0, -0.2, 0.5], [0.3, -0.2, -1.0], [-0.4, 0.6, 0.4], [0.0, 0.3, 0.1], [-0.5, 2.4, 0.1], [-0.6, -0.6, 0.6], [-2.0, -2.9, 0.2], [2.4, 0.8, -0.4], [0.1, 0.7, -0.1], [0.9, 0.6, -0.4], [-0.1, 0.0, 0.3], [-0.5, -0.9, 0.0], [0.1, -0.6, -2.0], [-0.3, -0.1, 1.6], [0.1, 0.3, 0.6], [0.1, 0.3, 0.2], [0.3, -0.5, -0.1], [0.0, 0.0, 0.6], [0.4, -0.1, -0.1], [-0.8, 0.6, 0.1], [-1.5, -2.2, 1.1], [1.5, -0.3, -1.1], [-0.7, 2.3, 0.7], [-0.3, 1.1, -0.1], [-0.1, -0.6, 0.4], [1.2, -0.3, -1.0], [-0.1, 0.4, -0.2], [0.1, -0.6, -0.1], [-1.0, -1.3, -2.5], [0.8, 0.8, 0.7], [0.0, -0.1, 1.4], [0.5, 0.2, -0.9], [0.5, 0.5, -0.2], [-0.2, 0.1, -0.4], [0.2, 0.4, 0.7], [-1.0, -0.7, 0.9], [-1.0, 0.1, -1.5], [-0.4, -0.2, 0.3], [2.9, -0.4, 1.5], [0.2, -0.1, -0.6], [-2.3, -0.1, -0.9], [0.1, 0.6, -0.7], [0.9, -0.4, 0.8], [-0.2, 0.0, 1.2], [-0.3, -0.2, -0.5], [0.7, -0.5, 0.7], [0.4, 0.6, -3.1], [-1.4, 2.2, -0.5], [-0.1, -0.5, 0.3], [-0.1, 0.0, 2.3], [0.5, -0.8, 0.7], [0.2, -0.6, 0.2], [-0.8, 0.9, 1.0], [0.0, 0.1, -0.5], [1.1, -0.8, -0.6], [-0.4, -0.9, 1.7], [-0.5, 0.6, -1.1], [0.8, 0.0, -0.9], [0.7, 0.1, 0.0], [-0.3, -0.3, -0.5], [-0.6, 0.2, 0.4], [0.0, -0.6, -0.6], [-0.4, 1.0, 0.8], [-0.3, -0.2, -0.1], [1.4, 1.2, 1.1], [-0.3, -0.9, -0.3], [-0.7, -0.3, -1.2], [1.1, 0.9, -0.1], [-0.6, -0.2, 0.0], [0.1, -0.5, 0.2], [0.6, 2.2, 1.5], [-0.3, 0.3, -0.5], [-0.4, -2.1, -1.3], [-1.2, -1.0, -1.1], [0.5, -0.2, 0.9], [0.7, 1.6, 0.0], [0.4, -0.7, -0.8], [-0.2, 0.2, 1.0], [-0.6, 0.6, 0.1]],
  "homo_lumo_gap_ev": 9.691
}

# 3
{
  "formula": "C4H2DyO2",
  "method": "the ωB97M-V functional and the def2-TZVPD basis",
  "symbols": ["H", "C", "C", "C", "C", "H", "O", "O", "Dy"],
  "positions_angstrom": [[-0.82807, 1.53900, -1.85315], [-0.55558, 0.59420, -1.39420], [0.11941, 0.06987, -0.40764], [0.66389, -2.48331, -0.03797], [0.41582, -1.31219, -0.21241], [0.91450, -3.50995, 0.16770], [0.23980, 2.29867, 0.72889], [0.48094, 0.89572, 0.86421], [-1.45071, 1.90798, 2.14456]],
  "forces_ev_per_a": [[0.1, -0.4, -0.8], [0.0, 1.5, 0.6], [1.1, -1.2, 3.0], [0.1, 0.4, 0.0], [0.0, 1.0, -0.3], [-0.1, 0.1, -0.1], [-0.8, -0.7, 0.5], [-1.3, -0.9, -2.7], [0.9, 0.3, -0.3]],
  "homo_lumo_gap_ev": [6.807, 5.818],
  "e_above_lowest_kcal_mol": 128.6,
  "charge": 2,
  "spin_multiplicity": 7
}

# 4
{
  "formula": "C12H26ClHgN3OV",
  "method": "the ωB97M-V functional and the def2-TZVPD basis",
  "symbols": ["N", "C", "O", "Hg", "V", "N", "N", "C", "C", "C", "C", "C", "C", "C", "C", "H", "H", "H", "H", "H", "H", "H", "H", "H", "H", "H", "H", "H", "H", "H", "H", "H", "H", "C", "H", "H", "H", "C", "H", "H", "H", "Cl", "C", "H", "H"],
  "positions_angstrom": [[-1.43826, -0.10987, 1.20453], [-1.66437, -0.74845, 2.21924], [-1.90834, -1.36546, 3.19894], [-2.78305, 1.91916, -1.87238], [-0.25455, 0.33467, -0.18585], [0.40929, 2.04992, 0.09901], [-0.85432, -0.25449, -1.88328], [0.63823, 2.71991, 1.39779], [-1.70132, -1.39029, -2.29853], [-0.65254, 3.43960, 1.78634], [1.77832, 3.74083, 1.32982], [0.98287, 1.70348, 2.47861], [-2.35724, -1.09046, -3.64482], [-0.89653, -2.68011, -2.47823], [-2.76002, -1.66317, -1.24286], [-0.91779, 4.19395, 1.03501], [-0.51382, 3.94208, 2.75388], [-1.48463, 2.72706, 1.87272], [2.68895, 3.28938, 0.91585], [2.00320, 4.08451, 2.34843], [1.51454, 4.62624, 0.73864], [0.20837, 0.94228, 2.60720], [1.08488, 2.24400, 3.43027], [1.94133, 1.21882, 2.26219], [-3.01401, -0.21206, -3.60292], [-2.96927, -1.95212, -3.94012], [-1.60820, -0.91987, -4.42704], [-0.15427, -2.59158, -3.27753], [-1.59360, -3.48045, -2.75978], [-0.39234, -2.96596, -1.55127], [-2.32328, -1.88535, -0.26396], [-3.33665, -2.54113, -1.56730], [-3.45739, -0.82451, -1.13070], [0.22209, 0.04923, -2.84555], [1.06708, 0.53788, -2.33451], [0.61977, -0.84832, -3.34747], [-0.12783, 0.73559, -3.63406], [0.50931, 2.95081, -1.04699], [1.55278, 3.08355, -1.38731], [-0.07086, 2.59396, -1.90761], [0.11199, 3.94527, -0.78888], [0.63589, -2.34678, 0.70039], [1.32918, -0.77922, 0.23831], [1.93968, -0.39974, 1.06489], [1.92133, -0.91486, -0.67897]],
  "forces_ev_per_a": [[1.3, 0.8, -1.6], [-0.9, -1.8, 2.9], [0.8, 1.8, -2.9], [0.1, -0.4, 0.1], [-1.5, 0.9, 1.8], [-0.7, -1.6, -1.0], [1.0, -0.1, 0.0], [0.1, 0.1, 1.1], [-1.1, -0.2, 0.2], [-0.5, 0.1, -0.1], [0.3, 0.1, -0.4], [0.2, -0.1, 0.3], [0.0, 0.1, -0.4], [0.6, -0.4, 0.0], [-0.3, -0.3, 0.0], [0.0, 0.0, 0.3], [0.0, -0.1, -0.3], [0.2, 0.2, 0.1], [-0.1, 0.1, 0.1], [-0.1, -0.1, -0.3], [0.1, -0.2, 0.1], [0.2, 0.2, 0.0], [0.0, -0.3, -0.3], [-0.1, 0.1, 0.2], [0.0, 0.0, 0.1], [0.2, 0.3, 0.1], [-0.2, -0.1, 0.1], [-0.2, -0.2, 0.1], [0.2, 0.3, 0.1], [-0.1, 0.0, -0.2], [-0.1, 0.0, -0.3], [0.1, 0.3, 0.2], [0.0, 0.0, 0.0], [0.2, 0.6, -0.3], [-0.1, 0.0, -0.1], [-0.2, 0.3, 0.4], [0.1, -0.2, 0.3], [0.2, 0.5, -0.7], [-0.3, -0.1, 0.3], [0.2, 0.0, 0.2], [0.1, -0.4, -0.1], [0.3, 0.1, -0.1], [0.6, -0.5, 0.2], [-0.2, -0.1, -0.4], [-0.1, 0.1, 0.2]],
  "homo_lumo_gap_ev": [7.806, 5.560],
  "e_above_lowest_kcal_mol": 0.0,
  "charge": 2,
  "spin_multiplicity": 2
}

no.,total energy (eV),maximum force (eV/A)
1,-37765.20390,2.15
2,-67767.78671,3.55
3,-32330.83066,3.46
4,-61750.06849,3.52